Entry 1:
A single C20H34N4O3 molecule, computed with wB97M-V/def2-TZVPD.

```
! wB97M-V def2-TZVPD RIJCOSX def2/J DEFGRID3
* xyz 0 1
C -0.90 -2.80 3.05
C -0.08 -1.52 2.99
N -0.56 -0.58 1.98
C -1.67 0.29 2.35
C -1.25 1.64 2.98
C 0.18 2.05 2.69
N -2.16 2.69 2.54
C -3.43 2.76 3.04
O -3.79 2.06 3.98
C -4.34 3.73 2.40
C -5.71 3.88 2.75
C -6.22 4.85 1.94
N -5.22 5.31 1.11
C -5.35 6.39 0.16
C -4.07 4.63 1.40
C -0.04 -0.46 0.73
O -0.44 0.36 -0.07
C 1.10 -1.41 0.38
O 1.39 -1.30 -0.98
C 2.49 -2.10 -1.35
C 2.74 -1.90 -2.84
C 3.06 -0.43 -3.10
N 3.83 -2.77 -3.28
C 4.21 -2.57 -4.67
C 5.10 -3.77 -4.99
C 4.60 -4.88 -4.04
C 3.51 -4.19 -3.21
H -0.53 -3.45 3.84
H -1.95 -2.58 3.26
H -0.85 -3.34 2.10
H -0.12 -1.01 3.95
H 0.97 -1.75 2.81
H -2.23 0.49 1.44
H -2.32 -0.25 3.03
H -1.39 1.57 4.06
H 0.89 1.32 3.09
H 0.36 2.15 1.62
H 0.39 3.01 3.17
H -2.01 3.04 1.61
H -6.23 3.31 3.50
H -7.21 5.26 1.87
H -4.58 6.28 -0.61
H -6.32 6.34 -0.32
H -5.23 7.36 0.64
H -3.17 4.87 0.86
H 1.98 -1.14 0.99
H 0.83 -2.44 0.65
H 3.39 -1.81 -0.79
H 2.28 -3.15 -1.13
H 1.81 -2.16 -3.37
H 2.30 0.19 -2.64
H 4.03 -0.18 -2.68
H 3.08 -0.20 -4.17
H 3.32 -2.57 -5.33
H 4.73 -1.62 -4.81
H 5.04 -4.05 -6.04
H 6.14 -3.53 -4.78
H 4.20 -5.74 -4.58
H 5.40 -5.23 -3.40
H 3.50 -4.55 -2.18
H 2.51 -4.39 -3.64
*
```

Computed properties:
- HOMO (eV) = -8.49
- electronic energy (hartree) = -1227.24247
- energy above the lowest of the compared OMol25 structures with the same formula, charge and spin (eV) = 0.360
- SMILES string = CCN(C[C@@H](C)NC(=O)c1ccn(C)c1)C(=O)COC[C@@H](C)N1CCCC1


Entry 2:
A single C20H34N6O2 molecule, computed with wB97M-V/def2-TZVPD.

```
! wB97M-V def2-TZVPD RIJCOSX def2/J DEFGRID3
* xyz 0 1
C -4.20 4.66 2.46
C -4.23 3.21 2.07
C -5.26 2.67 1.42
C -5.32 1.23 0.99
C -3.94 0.57 1.02
C -4.10 -0.94 0.88
O -4.68 -1.57 1.74
N -3.59 -1.56 -0.22
C -3.81 -3.00 -0.30
C -2.74 -0.91 -1.22
C -1.30 -0.68 -0.78
C -0.62 -1.93 -0.20
C -0.77 -2.05 1.31
N 0.81 -1.92 -0.52
C 1.23 -2.20 -1.78
O 0.45 -2.39 -2.70
C 2.70 -2.20 -1.96
C 3.67 -1.52 -1.26
N 4.82 -1.87 -1.86
C 6.18 -1.41 -1.60
C 6.35 0.06 -1.95
N 5.64 0.94 -1.05
C 5.37 2.23 -1.67
C 6.35 1.12 0.21
N 4.59 -2.71 -2.88
N 3.32 -2.91 -2.94
C -3.26 0.89 2.36
C -3.03 2.40 2.48
H -3.32 5.15 2.04
H -5.09 5.19 2.10
H -4.14 4.78 3.54
H -6.11 3.29 1.17
H -6.00 0.66 1.63
H -5.73 1.17 -0.03
H -3.33 0.99 0.22
H -4.85 -3.22 -0.09
H -3.56 -3.34 -1.30
H -3.20 -3.54 0.42
H -2.73 -1.56 -2.09
H -3.19 0.03 -1.54
H -0.74 -0.36 -1.67
H -1.24 0.13 -0.05
H -1.05 -2.81 -0.69
H -1.82 -2.07 1.60
H -0.30 -2.96 1.67
H -0.30 -1.19 1.80
H 1.47 -1.99 0.24
H 3.64 -0.81 -0.45
H 6.42 -1.60 -0.55
H 6.82 -2.03 -2.22
H 7.43 0.29 -1.98
H 5.97 0.21 -2.96
H 4.79 2.85 -0.98
H 6.29 2.77 -1.93
H 4.77 2.08 -2.57
H 5.76 1.74 0.88
H 6.52 0.16 0.70
H 7.33 1.60 0.06
H -3.91 0.54 3.16
H -2.31 0.36 2.45
H -2.17 2.70 1.86
H -2.76 2.65 3.50
*
```

Computed properties:
- HOMO (eV) = -8.87
- electronic energy (hartree) = -1261.50521
- energy above the lowest of the compared OMol25 structures with the same formula, charge and spin (eV) = 1.059
- SMILES string = CC1=CC[C@H](C(=O)N(C)CC[C@H](C)NC(=O)c2cn(CCN(C)C)nn2)CC1


Entry 3:
A single C20H34N6O2 molecule, computed with wB97M-V/def2-TZVPD.

```
! wB97M-V def2-TZVPD RIJCOSX def2/J DEFGRID3
* xyz 0 1
C -4.02 -2.62 3.51
C -2.53 -2.68 3.33
C -1.89 -3.83 3.13
C -0.41 -3.93 2.89
C 0.19 -2.56 2.54
C 1.71 -2.66 2.55
O 2.34 -2.48 3.58
N 2.33 -3.02 1.38
C 3.78 -3.07 1.34
C 1.64 -3.12 0.11
C 1.38 -1.76 -0.55
C 0.26 -1.82 -1.59
C 0.70 -2.49 -2.88
N -0.23 -0.48 -1.88
C -1.05 0.16 -1.00
O -1.37 -0.33 0.07
C -1.49 1.51 -1.42
C -0.85 2.43 -2.21
N -1.68 3.49 -2.23
C -1.51 4.79 -2.84
C -0.43 5.60 -2.13
N 0.90 5.05 -2.36
C 1.82 5.44 -1.30
C 1.43 5.44 -3.66
N -2.78 3.24 -1.50
N -2.67 2.05 -1.01
C -0.30 -1.52 3.53
C -1.81 -1.36 3.40
H -4.46 -1.96 2.76
H -4.48 -3.61 3.41
H -4.28 -2.21 4.49
H -2.45 -4.76 3.11
H 0.10 -4.32 3.79
H -0.21 -4.65 2.10
H -0.18 -2.27 1.55
H 4.16 -2.98 2.35
H 4.11 -4.02 0.91
H 4.19 -2.26 0.73
H 2.24 -3.76 -0.54
H 0.69 -3.64 0.25
H 1.08 -1.06 0.23
H 2.29 -1.37 -1.01
H -0.57 -2.38 -1.15
H 1.05 -3.50 -2.69
H -0.13 -2.55 -3.59
H 1.51 -1.93 -3.35
H -0.16 -0.12 -2.82
H 0.11 2.46 -2.69
H -1.29 4.67 -3.90
H -2.47 5.29 -2.75
H -0.50 6.65 -2.46
H -0.64 5.58 -1.06
H 2.79 4.98 -1.47
H 1.96 6.53 -1.24
H 1.45 5.09 -0.34
H 2.40 4.96 -3.82
H 0.76 5.12 -4.46
H 1.56 6.53 -3.74
H -0.03 -1.84 4.54
H 0.20 -0.57 3.36
H -2.05 -0.79 2.50
H -2.20 -0.79 4.24
*
```

Computed properties:
- HOMO (eV) = -8.44
- electronic energy (hartree) = -1261.50740
- energy above the lowest of the compared OMol25 structures with the same formula, charge and spin (eV) = 1.000
- SMILES string = CC1=CC[C@H](C(=O)N(C)CC[C@H](C)NC(=O)c2cn(CCN(C)C)nn2)CC1


| no. | lowest unoccupied orbital energy (eV) | gap between HOMO and LUMO (eV) |
| --- | --- | --- |
| 1 | 0.8 | 9.256 |
| 2 | 0.4 | 9.272 |
| 3 | 0.4 | 8.833 |